This record from the OMol25 dataset describes C24H21N3O7 in the gas phase in a non-equilibrium geometry. The level of theory is the ωB97M-V functional and the def2-TZVPD basis.

Geometry (Å):
C: -3.7692 -2.5638 -3.1434
O: -2.5100 -2.1659 -2.6400
C: -2.2575 -2.0567 -1.3245
C: -0.9566 -1.6464 -1.0318
C: -0.4935 -1.4451 0.2587
C: 0.9360 -1.1783 0.4726
C: 1.5569 -0.0538 0.0969
N: 2.9287 0.1406 0.0532
C: 3.9106 -0.7772 0.3060
O: 3.6903 -1.8961 0.7224
C: 5.2903 -0.2745 0.0525
C: 6.3202 -0.7970 0.8307
C: 7.6235 -0.3805 0.6378
C: 7.9130 0.5500 -0.3470
C: 6.8969 1.0558 -1.1413
C: 5.5888 0.6502 -0.9450
C: 0.7954 1.1687 -0.3376
O: 1.1608 1.8471 -1.2795
N: -0.2636 1.4072 0.4706
C: -1.2486 2.3919 0.3610
C: -2.1380 2.5410 1.4216
C: -3.1469 3.4820 1.3632
C: -3.2845 4.2891 0.2397
O: -4.2648 5.2284 0.1377
C: -2.3972 4.1389 -0.8218
C: -1.3882 3.2001 -0.7646
C: -1.4114 -1.6535 1.2937
N: -1.0889 -1.3137 2.6339
O: -0.2309 -0.4559 2.8000
O: -1.7109 -1.8359 3.5359
C: -2.7039 -2.1084 1.0355
C: -3.1493 -2.3242 -0.2537
O: -4.4056 -2.7692 -0.5450
C: -5.2766 -3.0730 0.5207
H: -4.5596 -1.8762 -2.8386
H: -3.6585 -2.5349 -4.2269
H: -4.0267 -3.5764 -2.8291
H: -0.2913 -1.4934 -1.8665
H: 1.5215 -2.0074 0.8462
H: 3.1983 1.0516 -0.2965
H: 6.0746 -1.5286 1.5856
H: 8.4150 -0.7836 1.2516
H: 8.9311 0.8751 -0.5023
H: 7.1247 1.7683 -1.9203
H: 4.8152 1.0341 -1.5951
H: -0.2884 0.8643 1.3314
H: -2.0306 1.9219 2.3005
H: -3.8299 3.5931 2.1951
H: -4.7904 5.2417 0.9465
H: -2.5136 4.7720 -1.6865
H: -0.6990 3.0928 -1.5850
H: -3.3494 -2.2602 1.8857
H: -6.1862 -3.4442 0.0516
H: -5.5121 -2.1838 1.1129
H: -4.8602 -3.8479 1.1706

Cartesian forces (eV/Å) of the 6 atoms listed first:
-0.5 -0.1 -0.3
0.3 0.1 0.2
0.1 0.0 0.3
-0.3 -0.1 0.1
-0.5 0.0 0.3
0.6 0.2 -0.2

Calculated values
- M (g mol⁻¹) = 463.446
- Kohn-Sham gap (eV) = 7.45
- SMILES = COc1cc(/C=C(/NC(=O)c2ccccc2)C(=O)Nc2ccc(O)cc2)c([N+](=O)[O-])cc1OC



This record from the OMol25 dataset describes C24H21NO2S in the gas phase in a non-equilibrium geometry. The level of theory is the ωB97M-V functional and the def2-TZVPD basis.

Geometry (Å):
C: 2.6992 -3.2437 -5.4432
O: 2.9081 -1.8896 -4.9884
C: 2.1611 -1.4345 -3.9476
C: 2.5170 -0.1797 -3.3921
C: 1.8938 0.2726 -2.2424
C: 0.8153 -0.4430 -1.6797
C: 0.1434 0.0091 -0.4409
C: 0.8782 0.5911 0.5485
C: 0.3571 1.0589 1.8687
S: 0.2934 -0.3707 3.0007
C: 1.9201 -0.8060 2.9181
N: 3.0555 -1.1036 2.9358
C: 1.1454 2.1031 2.6800
C: 0.4698 2.7342 3.7317
C: 1.1561 3.5505 4.6299
C: 2.5423 3.7359 4.4834
C: 3.2034 3.1611 3.3906
C: 2.5020 2.3493 2.4847
C: -1.3244 -0.2250 -0.3515
C: -2.1438 -0.0137 -1.4910
C: -3.5142 -0.1663 -1.4344
C: -4.1287 -0.5843 -0.2226
O: -5.4809 -0.7148 -0.2115
C: -6.1006 -1.1866 1.0078
C: -3.3251 -0.8353 0.9106
C: -1.9533 -0.6727 0.8161
C: 0.4163 -1.6495 -2.2978
C: 1.0962 -2.1721 -3.3838
H: 3.3799 -3.3291 -6.2873
H: 2.9637 -3.9755 -4.6679
H: 1.6676 -3.4188 -5.7734
H: 3.3044 0.3891 -3.8811
H: 2.2006 1.2166 -1.7898
H: 1.9496 0.7064 0.3980
H: -0.6761 1.4069 1.7506
H: -0.6056 2.5571 3.8360
H: 0.6078 4.0419 5.4396
H: 3.0978 4.3086 5.2304
H: 4.2712 3.3309 3.2377
H: 3.0229 1.8949 1.6379
H: -1.6795 0.2959 -2.4318
H: -4.1404 0.0254 -2.3023
H: -7.1603 -1.2160 0.7611
H: -5.7421 -2.1892 1.2788
H: -5.9240 -0.4973 1.8449
H: -3.7814 -1.1411 1.8553
H: -1.3425 -0.9291 1.6926
H: -0.4320 -2.2123 -1.9068
H: 0.8156 -3.1402 -3.8022

Cartesian forces (eV/Å) of the 6 atoms listed first:
0.1 0.6 0.2
-0.3 -0.4 -0.1
-0.3 -0.1 0.7
0.0 -0.8 -0.4
-0.6 -0.2 -0.1
0.3 -0.4 -0.5

Calculated values
- M (g mol⁻¹) = 387.504
- energy above the lowest of the compared OMol25 structures with the same formula, charge and spin (kcal per mole) = 39.8
- Kohn-Sham gap (eV) = 8.23
- SMILES = COc1ccc(C(=C[C@@H](SC#N)c2ccccc2)c2ccc(OC)cc2)cc1



This record from the OMol25 dataset describes a molecular structure, C24H21NP2ReSbSe4Te. The level of theory is the ωB97M-V functional and the def2-TZVPD basis.

Geometry (Å):
Re: 0.5307 -2.7929 0.6611
N: 0.1550 0.4689 -0.5301
P: 1.7462 0.4761 -0.0229
C: 2.5520 1.8796 -0.7636
C: 2.4782 2.0520 -2.1489
C: 3.1388 3.1241 -2.7246
C: 3.8728 3.9964 -1.9280
C: 3.9515 3.8132 -0.5540
C: 3.2903 2.7486 0.0436
C: 1.7560 0.5984 1.7684
C: 0.7060 1.2411 2.4171
C: 0.7062 1.3007 3.8029
C: 1.7451 0.7330 4.5275
C: 2.8002 0.0994 3.8723
C: 2.8072 0.0246 2.4894
P: -0.7875 -0.9264 -0.2758
C: -2.2541 -0.2659 0.5432
C: -2.6280 -0.5624 1.8517
C: -3.7300 0.0731 2.4094
C: -4.4514 0.9981 1.6703
C: -4.0876 1.2927 0.3611
C: -2.9959 0.6586 -0.2098
C: -1.3616 -1.4333 -1.9228
C: -2.6414 -1.9735 -2.0783
C: -3.0606 -2.4093 -3.3265
C: -2.2177 -2.2983 -4.4224
C: -0.9558 -1.7391 -4.2787
C: -0.5258 -1.3071 -3.0315
H: -0.3164 1.3299 -0.7804
H: 1.9102 1.3588 -2.7601
H: 3.0873 3.2781 -3.7946
H: 4.3919 4.8301 -2.3855
H: 4.5247 4.4986 0.0571
H: 3.3363 2.5971 1.1145
H: -0.1084 1.6801 1.8526
H: -0.1065 1.7982 4.3189
H: 1.7442 0.7827 5.6090
H: 3.6114 -0.3357 4.4426
H: 3.6134 -0.4798 1.9749
H: -2.0627 -1.2841 2.4200
H: -4.0295 -0.1589 3.4247
H: -5.3095 1.4877 2.1133
H: -4.6606 2.0067 -0.2174
H: -2.7225 0.8585 -1.2405
H: -3.3238 -2.0005 -1.2391
H: -4.0556 -2.8177 -3.4503
H: -2.5501 -2.6341 -5.3960
H: -0.3035 -1.6345 -5.1367
H: 0.4556 -0.8752 -2.9139
Se: -0.9128 -4.5857 2.4783
Sb: -1.5360 -4.4146 -0.0491
Se: 0.2947 -2.5851 2.9071
Se: 1.8331 -4.7333 0.0997
Se: 0.1792 -6.0581 -0.8985
Te: 2.4775 -1.7794 -0.7511

Cartesian forces (eV/Å) of the 6 atoms listed first:
-0.3 0.0 -0.4
0.0 -0.1 -0.1
-0.1 0.1 -0.1
-0.1 -0.2 0.2
0.1 0.1 0.0
-0.1 -0.1 -0.1

Calculated values
- M (g mol⁻¹) = 1136.794
- charge = +2
- energy above the lowest of the compared OMol25 structures with the same formula, charge and spin (kcal per mole) = 3.4
- Kohn-Sham gap (eV) = 5.96



This record from the OMol25 dataset describes 2 unconnected molecules or ions with the total composition C24H21O in a non-equilibrium geometry. The level of theory is the ωB97M-V functional and the def2-TZVPD basis.

Geometry (Å):
C: 0.1362 0.3157 2.3708
C: -0.2397 1.7396 2.9024
C: -1.7222 1.8180 2.6736
C: -2.2088 0.6801 2.0527
C: -1.1339 -0.2151 1.7300
C: -1.3229 -1.6200 1.3792
C: -2.6146 -2.2104 1.3671
C: -2.8035 -3.5250 0.9440
C: -1.6997 -4.3157 0.5920
C: -0.4113 -3.7775 0.6639
C: -0.2187 -2.4714 1.1051
H: 1.0030 0.3697 1.6963
H: 0.4054 -0.3576 3.2035
H: 0.0260 1.8409 3.9631
H: 0.3141 2.5225 2.3578
H: -2.3113 2.6716 3.0046
H: -3.2574 0.4655 1.8418
H: -3.4653 -1.6304 1.7312
H: -3.8073 -3.9514 0.9199
H: -1.8450 -5.3398 0.2527
H: 0.4560 -4.3883 0.4056
H: 0.7899 -2.0822 1.2474
H: -0.4464 0.3676 0.0987
C: -0.1732 0.7895 -0.9442
C: 0.6530 2.0284 -0.8233
C: 1.9430 2.1080 -1.3607
O: 2.5301 1.0601 -2.0287
C: 1.7990 -0.0803 -2.2617
C: 0.5038 -0.2574 -1.7627
C: -0.1869 -1.4331 -2.0803
C: 0.4229 -2.4140 -2.8460
C: 1.7162 -2.2021 -3.3659
C: 2.4068 -1.0326 -3.0758
C: 2.6897 3.2835 -1.3143
C: 2.1364 4.4045 -0.7006
C: 0.8418 4.3438 -0.1508
C: 0.1015 3.1746 -0.2314
H: -1.1469 1.0376 -1.3927
H: -1.2096 -1.5386 -1.7031
H: -0.1156 -3.3413 -3.0546
H: 2.1875 -2.9630 -3.9894
H: 3.4077 -0.8234 -3.4626
H: 3.6810 3.2895 -1.7699
H: 2.7184 5.3241 -0.6416
H: 0.4021 5.2232 0.3301
H: -0.9315 3.1126 0.1268

Cartesian forces (eV/Å) of the 6 atoms listed first:
0.0 0.6 -0.1
0.0 -0.7 -0.5
0.3 -1.2 -0.4
0.3 1.0 0.0
-0.1 -1.0 2.0
0.1 -0.3 0.0

Calculated values
- M (g mol⁻¹) = 325.431
- charge = +1
- energy above the lowest of the compared OMol25 structures with the same formula, charge and spin (kcal per mole) = 0.0
- Kohn-Sham gap (eV) = 5.23



What did the fourth record say?
This record from the OMol25 dataset describes 2 unconnected molecules or ions with the total composition C24H21O in a non-equilibrium geometry. The level of theory is the ωB97M-V functional and the def2-TZVPD basis.

Geometry (Å):
C: 0.1362 0.3157 2.3708
C: -0.2397 1.7396 2.9024
C: -1.7222 1.8180 2.6736
C: -2.2088 0.6801 2.0527
C: -1.1339 -0.2151 1.7300
C: -1.3229 -1.6200 1.3792
C: -2.6146 -2.2104 1.3671
C: -2.8035 -3.5250 0.9440
C: -1.6997 -4.3157 0.5920
C: -0.4113 -3.7775 0.6639
C: -0.2187 -2.4714 1.1051
H: 1.0030 0.3697 1.6963
H: 0.4054 -0.3576 3.2035
H: 0.0260 1.8409 3.9631
H: 0.3141 2.5225 2.3578
H: -2.3113 2.6716 3.0046
H: -3.2574 0.4655 1.8418
H: -3.4653 -1.6304 1.7312
H: -3.8073 -3.9514 0.9199
H: -1.8450 -5.3398 0.2527
H: 0.4560 -4.3883 0.4056
H: 0.7899 -2.0822 1.2474
H: -0.4464 0.3676 0.0987
C: -0.1732 0.7895 -0.9442
C: 0.6530 2.0284 -0.8233
C: 1.9430 2.1080 -1.3607
O: 2.5301 1.0601 -2.0287
C: 1.7990 -0.0803 -2.2617
C: 0.5038 -0.2574 -1.7627
C: -0.1869 -1.4331 -2.0803
C: 0.4229 -2.4140 -2.8460
C: 1.7162 -2.2021 -3.3659
C: 2.4068 -1.0326 -3.0758
C: 2.6897 3.2835 -1.3143
C: 2.1364 4.4045 -0.7006
C: 0.8418 4.3438 -0.1508
C: 0.1015 3.1746 -0.2314
H: -1.1469 1.0376 -1.3927
H: -1.2096 -1.5386 -1.7031
H: -0.1156 -3.3413 -3.0546
H: 2.1875 -2.9630 -3.9894
H: 3.4077 -0.8234 -3.4626
H: 3.6810 3.2895 -1.7699
H: 2.7184 5.3241 -0.6416
H: 0.4021 5.2232 0.3301
H: -0.9315 3.1126 0.1268

Cartesian forces (eV/Å) of the 6 atoms listed first:
0.0 0.6 -0.1
0.0 -0.7 -0.5
0.3 -1.2 -0.4
0.3 1.0 0.0
-0.1 -1.0 2.0
0.1 -0.3 0.0

Calculated values
- M (g mol⁻¹) = 325.431
- charge = +1
- energy above the lowest of the compared OMol25 structures with the same formula, charge and spin (kcal per mole) = 0.0
- Kohn-Sham gap (eV) = 5.23